Formula: C37H30CsN4O4P
Source: the Open Molecules 2025 dataset
Level of theory: ωB97M-V/def2-TZVPD

Values from the calculation:
ΔE to the lowest compared entry with this formula, charge and spin	0.380	eV
DFT total energy	-62844.540	eV

ORCA input file:
```
! wB97M-V def2-TZVPD RIJCOSX def2/J DEFGRID3
* xyz -2 1
Cs -1.7976 0.0017 0.0982
P 1.7966 0.4826 0.3030
O -3.9372 1.2790 -0.8838
O -0.5724 -0.0937 3.9563
O -0.3126 0.9894 1.9946
O -1.4271 -2.3589 -1.1813
N 0.5204 8.3720 0.4454
N -3.6563 -2.9723 -0.7113
N -0.4912 3.2445 -0.7252
N -4.0333 -1.6119 -0.7225
C 3.1211 3.0173 0.2835
C -0.6543 -4.9808 -0.7290
C 3.6791 4.1955 -1.7425
C -0.1857 5.5003 -1.4395
C 3.5499 0.2434 4.6061
C 3.8495 0.4961 2.2432
C 3.2247 3.1072 -2.4819
C -5.3088 -1.4156 -0.6798
C 0.0000 5.8792 -0.1178
C -2.5403 -6.9448 -0.2742
C -0.3178 3.6170 0.5401
C -0.2478 -6.2954 -0.5290
C 2.1799 0.2127 4.4140
C 2.1825 -2.1380 -0.4103
C -0.0729 4.9408 0.8983
C -1.1900 -7.2868 -0.2987
C 2.8187 -0.8957 -0.3858
C -5.8805 -0.0764 -0.6741
C -0.4377 4.1566 -1.6856
C 4.3938 0.3957 3.5123
C 1.6214 0.3541 3.1442
C 2.8560 -3.2663 -0.8630
C -6.0263 2.4123 -0.7999
C -5.1874 1.1267 -0.7790
C 3.6185 4.1467 -0.3592
C 2.4695 0.4772 2.0357
C 2.6677 1.9209 -0.4431
C 4.1621 -3.1646 -1.3175
C 2.7145 1.9935 -1.8387
C 4.1239 -0.8045 -0.8653
C 0.0831 0.4118 3.0413
C 0.2891 7.2727 0.2003
C -2.3694 -3.1579 -0.8905
C -6.2840 -2.5721 -0.6331
C 4.7941 -1.9274 -1.3269
C -2.9388 -5.6317 -0.4657
C -1.9972 -4.6255 -0.6894
H -0.6047 3.8064 -2.6979
H 1.4893 0.0821 5.2374
H 4.5133 0.5884 1.3915
H 4.0663 5.0749 -2.2426
H 2.3322 1.1658 -2.4267
H -3.2898 -7.7103 -0.1013
H 4.6221 0.1583 -0.8903
H 2.3437 -4.2201 -0.8779
H -0.1407 6.2200 -2.2445
H -6.9620 -0.0114 -0.6018
H 3.9644 0.1423 5.6029
H -3.9805 -5.3405 -0.4408
H -6.1041 -3.1813 0.2553
H -0.8805 -8.3134 -0.1366
H -7.3120 -2.2052 -0.6237
H 5.4694 0.4207 3.6442
H -6.7068 2.4323 -1.6561
H 3.2530 3.1344 -3.5647
H 5.8099 -1.8366 -1.6940
H 3.9503 4.9935 0.2303
H -6.6336 2.5036 0.1053
H 0.8084 -6.5441 -0.5557
H 3.0732 2.9977 1.3657
H 0.0661 5.2150 1.9343
H -0.3734 2.8245 1.2826
H 4.6809 -4.0442 -1.6805
H -6.1438 -3.2384 -1.4859
H 0.0500 -4.1840 -0.9308
H 1.1431 -2.2232 -0.1066
H -5.3530 3.2660 -0.8638
*
```